{
  "formula": "C23H43HfN2OP3Se",
  "method": "the ωB97M-V functional and the def2-TZVPD basis",
  "charge": 4,
  "mol_weight_g_mol": 714.0,
  "homo_lumo_gap_ev": 4.71,
  "lumo_ha": -0.5327,
  "fmax_ev_per_a": 3.202,
  "species": ["Hf", "P", "P", "P", "H", "C", "C", "H", "C", "C", "C", "C", "C", "C", "C", "C", "C", "H", "H", "H", "H", "H", "H", "H", "H", "H", "H", "H", "H", "H", "H", "H", "H", "H", "H", "H", "H", "H", "H", "H", "H", "H", "H", "H", "H", "H", "C", "C", "C", "C", "C", "C", "Se", "H", "H", "H", "H", "H", "H", "N", "C", "O", "C", "C", "C", "N", "C", "C", "H", "H", "H", "H", "H", "H"],
  "coordinates": [[-0.03, -0.44, 0.22], [-1.46, -2.51, 0.77], [1.81, -0.77, 2.00], [1.55, -1.65, -1.57], [-3.01, 1.43, -2.51], [-2.34, 0.57, -2.77], [-1.62, -0.19, -1.93], [-1.45, 0.28, -0.92], [-2.75, -2.11, 2.00], [-0.66, -3.93, 1.62], [-2.34, -3.32, -0.61], [3.10, 0.52, 2.14], [0.96, -0.63, 3.61], [2.79, -2.29, 2.10], [1.11, -1.40, -3.32], [1.64, -3.48, -1.46], [3.32, -1.19, -1.69], [-2.39, 0.24, -3.82], [-1.45, -1.25, -2.13], [-3.40, -1.29, 1.63], [-2.29, -1.80, 2.96], [-3.38, -3.00, 2.21], [-0.22, -3.60, 2.58], [0.12, -4.38, 0.99], [-1.42, -4.70, 1.85], [-2.75, -2.56, -1.28], [-3.17, -3.93, -0.24], [-1.66, -3.97, -1.17], [3.74, 0.19, 2.96], [2.65, 1.49, 2.39], [3.71, 0.56, 1.22], [1.76, -0.72, 4.35], [0.25, -1.46, 3.74], [0.49, 0.35, 3.72], [3.36, -2.16, 3.03], [3.48, -2.35, 1.24], [2.13, -3.17, 2.18], [1.86, -1.91, -3.93], [1.10, -0.33, -3.59], [0.13, -1.82, -3.54], [2.15, -3.83, -2.36], [0.63, -3.91, -1.44], [2.20, -3.79, -0.58], [3.72, -1.72, -2.57], [3.88, -1.50, -0.80], [3.42, -0.11, -1.84], [1.15, 2.58, -2.88], [-0.09, 3.02, -3.38], [-0.20, 3.22, -4.76], [0.93, 3.20, -5.62], [2.19, 2.86, -5.09], [2.28, 2.51, -3.73], [1.64, 2.04, -1.04], [0.50, 1.12, -1.39], [-0.94, 3.20, -2.74], [-1.15, 3.43, -5.27], [0.80, 3.45, -6.70], [3.11, 2.83, -5.70], [3.25, 2.16, -3.37], [-2.48, 4.13, 5.28], [-3.23, 3.69, 4.22], [-4.43, 3.96, 4.09], [-2.50, 2.84, 3.23], [-1.11, 2.80, 3.11], [-0.50, 2.07, 2.10], [-1.20, 1.18, 1.31], [-2.55, 1.40, 1.26], [-3.19, 2.15, 2.24], [-2.87, 4.85, 5.89], [-1.47, 4.13, 5.27], [-0.40, 3.34, 3.74], [0.55, 2.24, 1.90], [-3.10, 0.99, 0.39], [-4.27, 2.15, 2.19]]
}

***

{
  "formula": "C23H43MoNO3Si2",
  "method": "the ωB97M-V functional and the def2-TZVPD basis",
  "charge": 0,
  "mol_weight_g_mol": 533.7,
  "multiplicity": 3,
  "homo_lumo_gap_ev": [8.33, 8.12],
  "e_above_lowest_kcal_mol": 0.00,
  "lumo_ha": [0.0136, -0.0077],
  "fmax_ev_per_a": 1.245,
  "species": ["Mo", "C", "C", "C", "O", "C", "O", "O", "H", "H", "H", "H", "H", "H", "H", "C", "C", "C", "C", "C", "C", "C", "C", "C", "C", "C", "C", "N", "H", "H", "H", "H", "H", "H", "H", "H", "H", "H", "H", "H", "H", "H", "H", "H", "H", "C", "Si", "C", "C", "C", "Si", "C", "C", "C", "H", "H", "H", "H", "H", "H", "H", "H", "H", "H", "H", "H", "H", "H", "H", "H", "H", "H", "H"],
  "coordinates": [[-0.44, -0.14, 0.36], [3.11, -0.82, -2.25], [2.52, 0.48, -1.74], [2.74, 1.64, -2.70], [3.02, 0.80, -0.44], [1.02, 0.33, -1.47], [0.44, -0.80, -1.52], [0.36, 1.33, -1.05], [4.18, -0.67, -2.45], [2.63, -1.13, -3.17], [2.99, -1.60, -1.51], [3.82, 1.81, -2.81], [2.28, 2.55, -2.32], [2.34, 1.42, -3.69], [3.92, 1.12, -0.54], [-2.07, -3.75, 0.03], [-2.64, -3.43, 1.41], [-3.60, -2.24, 1.39], [-1.60, -3.33, 2.51], [-1.65, -4.28, 3.53], [-0.72, -4.28, 4.56], [0.28, -3.33, 4.58], [0.38, -2.35, 3.59], [1.52, -1.35, 3.70], [2.49, -1.36, 2.53], [1.01, 0.06, 4.00], [-0.59, -2.35, 2.58], [-0.58, -1.33, 1.62], [-2.89, -3.94, -0.67], [-1.45, -4.65, 0.06], [-1.47, -2.95, -0.39], [-3.24, -4.30, 1.69], [-3.09, -1.31, 1.15], [-4.09, -2.12, 2.35], [-4.37, -2.40, 0.63], [-2.42, -5.03, 3.50], [-0.78, -5.03, 5.34], [1.02, -3.34, 5.37], [2.09, -1.68, 4.57], [2.07, -0.93, 1.61], [2.84, -2.36, 2.30], [3.36, -0.75, 2.77], [0.40, 0.44, 3.19], [1.85, 0.75, 4.13], [0.41, 0.08, 4.91], [-2.41, 3.16, -1.63], [-2.90, 1.72, -0.56], [-4.63, 1.99, 0.06], [-2.95, 0.24, -1.72], [-1.83, 1.38, 0.93], [-1.03, 2.76, 1.91], [0.85, 2.75, 1.88], [-1.54, 4.49, 1.41], [-1.60, 2.56, 3.68], [-2.95, 3.07, -2.57], [-1.34, 3.18, -1.85], [-2.68, 4.12, -1.18], [-5.30, 2.27, -0.76], [-4.66, 2.78, 0.81], [-5.03, 1.08, 0.52], [-3.86, 0.32, -2.32], [-3.00, -0.73, -1.20], [-2.10, 0.20, -2.40], [-2.52, 0.95, 1.66], [1.22, 3.43, 1.10], [1.33, 1.78, 1.68], [1.22, 3.10, 2.84], [-1.14, 4.78, 0.44], [-1.13, 5.17, 2.15], [-2.62, 4.62, 1.39], [-1.44, 1.55, 4.05], [-2.67, 2.77, 3.75], [-1.08, 3.25, 4.35]]
}

***

{
  "formula": "C23H43N2O2P3V",
  "method": "the ωB97M-V functional and the def2-TZVPD basis",
  "charge": 3,
  "mol_weight_g_mol": 523.5,
  "multiplicity": 3,
  "homo_lumo_gap_ev": [4.54, 5.46],
  "e_above_lowest_kcal_mol": 0.00,
  "lumo_ha": [-0.4084, -0.3748],
  "fmax_ev_per_a": 3.438,
  "species": ["V", "P", "P", "P", "H", "C", "C", "H", "C", "C", "C", "C", "C", "C", "C", "C", "C", "H", "H", "H", "H", "H", "H", "H", "H", "H", "H", "H", "H", "H", "H", "H", "H", "H", "H", "H", "H", "H", "H", "H", "H", "H", "H", "H", "H", "H", "C", "C", "C", "C", "C", "C", "O", "H", "H", "H", "H", "H", "H", "N", "C", "O", "C", "C", "C", "C", "N", "C", "H", "H", "H", "H", "H", "H"],
  "coordinates": [[0.36, -0.22, 0.76], [1.98, -1.17, 2.27], [1.88, 1.68, 0.11], [-0.48, -2.31, 0.13], [-0.38, 1.77, -8.39], [-1.33, 1.24, -8.27], [-2.46, 1.86, -7.91], [-2.48, 2.95, -7.75], [3.41, -2.01, 1.48], [2.82, 0.00, 3.40], [1.40, -2.40, 3.50], [1.18, 2.87, -1.07], [2.10, 2.76, 1.58], [3.59, 1.40, -0.46], [-1.79, -2.28, -1.14], [-1.30, -3.32, 1.42], [0.75, -3.47, -0.60], [-1.32, 0.16, -8.49], [-3.41, 1.33, -7.83], [4.11, -2.34, 2.27], [3.93, -1.32, 0.80], [3.08, -2.88, 0.90], [3.44, -0.56, 4.12], [2.06, 0.57, 3.96], [3.47, 0.69, 2.85], [2.14, -3.20, 3.60], [0.44, -2.85, 3.20], [1.25, -1.91, 4.46], [1.72, 3.82, -1.03], [0.12, 3.01, -0.83], [1.24, 2.42, -2.07], [3.06, 3.29, 1.51], [2.08, 2.21, 2.52], [1.29, 3.50, 1.61], [4.04, 2.36, -0.74], [3.55, 0.74, -1.34], [4.19, 0.92, 0.32], [-2.39, -3.21, -1.08], [-1.35, -2.18, -2.14], [-2.45, -1.42, -0.97], [-2.08, -3.95, 0.96], [-1.78, -2.68, 2.17], [-0.58, -3.98, 1.93], [0.23, -4.28, -1.14], [1.37, -3.91, 0.18], [1.39, -2.93, -1.30], [-0.91, 0.65, -2.58], [0.29, 0.10, -3.15], [0.39, -0.11, -4.52], [-0.69, 0.14, -5.35], [-1.89, 0.64, -4.82], [-2.03, 0.87, -3.47], [-1.03, 0.97, -1.35], [1.15, 0.31, -0.63], [1.12, -0.13, -2.49], [1.34, -0.48, -4.92], [-0.60, -0.01, -6.43], [-2.72, 0.86, -5.49], [-2.95, 1.26, -3.02], [-3.27, 0.16, 6.33], [-2.51, -0.37, 5.32], [-2.16, -1.55, 5.33], [-2.17, 0.55, 4.19], [-2.60, 1.88, 4.05], [-2.22, 2.60, 2.92], [-1.44, 1.98, 1.94], [-1.01, 0.73, 2.09], [-1.37, 0.01, 3.17], [-3.45, -0.43, 7.13], [-3.47, 1.14, 6.43], [-3.22, 2.34, 4.82], [-2.50, 3.64, 2.79], [-1.15, 2.50, 1.02], [-1.00, -1.02, 3.22]]
}